Formula: C36H29N9OPt
Source: the OMol25 dataset
Level of theory: wB97M-V/def2-TZVPD

Results
largest force on an atom = 0.01171 hartree/bohr
LUMO level = -5.9 eV
HOMO-LUMO gap = 5.95 eV
energy above the lowest of the compared OMol25 structures with the same formula, charge and spin = 1.2 kcal/mol
charge = +2
electronic energy = -2076.297864 Eh
HOMO = -11.81 eV

Each line ends with the Mulliken charge.
CARTESIAN COORDINATES (ANGSTROEM)
Pt: 0.565145 -0.280770 -0.341401  0.996
C: 0.450961 2.478762 0.769272  -0.720
N: -0.309417 1.622922 -0.176129  -0.468
C: -1.752222 1.544425 0.185536  -0.768
C: -1.965316 0.862911 1.498979  0.206
N: -1.249019 -0.119771 1.959790  0.082
C: -1.827817 -0.442418 3.183330  0.420
C: -1.466254 -1.415935 4.114865  -0.718
C: -2.229994 -1.519696 5.256838  -0.668
C: -3.333967 -0.677864 5.482041  -0.466
C: -3.704429 0.291473 4.574471  -1.024
C: -2.926013 0.388483 3.424724  0.575
N: -2.986656 1.230072 2.326065  -0.110
C: 1.245054 1.607536 1.676100  0.257
N: 1.644217 0.409835 1.299463  -0.175
C: 2.595692 0.002224 2.246812  0.231
C: 3.480973 -1.074965 2.293194  -0.397
C: 4.330079 -1.162517 3.376907  -0.708
C: 4.328488 -0.202964 4.400184  -0.570
C: 3.503339 0.898972 4.339483  -0.995
C: 2.659955 0.982487 3.239261  0.561
N: 1.787333 1.987569 2.837888  -0.020
H: -0.207549 3.161374 1.308471  0.412
H: 1.156003 3.077539 0.188740  0.450
H: -0.273498 2.077187 -1.084788  0.337
H: -2.268305 1.013557 -0.615942  0.382
H: -2.157906 2.559240 0.227751  0.429
H: -0.619966 -2.066902 3.939590  0.419
H: -1.982822 -2.265276 6.000027  0.425
H: -3.906890 -0.796072 6.391503  0.399
H: -4.554675 0.936046 4.751798  0.408
H: -3.668190 1.952416 2.165197  0.244
H: 3.562719 -1.787552 1.486882  0.600
H: 5.034120 -1.981608 3.428229  0.433
H: 5.009489 -0.314102 5.232177  0.417
H: 3.526047 1.669403 5.098050  0.429
H: 1.639002 2.868758 3.302544  0.247
C: 1.970551 -10.548240 -9.211597  -0.846
O: 1.417603 -9.254037 -9.427553  -0.449
C: 1.365167 -8.400907 -8.395780  0.916
C: 0.811040 -7.144868 -8.671365  -0.623
C: 0.712461 -6.200041 -7.680736  -0.504
C: 1.163472 -6.477301 -6.383786  0.413
C: 1.712227 -7.727665 -6.119075  -0.711
C: 1.817902 -8.690343 -7.108330  -0.732
C: 1.039720 -5.447992 -5.362847  0.352
N: 0.509822 -4.252812 -5.544123  -0.803
C: 0.610693 -3.627021 -4.343207  0.769
C: 1.208241 -4.442429 -3.397579  0.103
N: 1.472945 -5.607585 -4.068289  -0.111
C: 1.408188 -4.047275 -2.045805  0.119
C: 1.889860 -4.841848 -0.989239  -0.595
C: 1.925656 -4.324667 0.279986  -1.379
C: 1.556119 -2.994901 0.500782  -0.467
N: 1.175079 -2.207295 -0.490259  -0.563
C: 1.028216 -2.732580 -1.735271  0.602
C: 0.370581 -1.893431 -2.689143  0.548
N: -0.077647 -0.693578 -2.224180  -0.638
C: -0.733055 0.096271 -3.061636  0.302
C: -0.986140 -0.254117 -4.388947  -1.176
C: -0.550838 -1.464675 -4.866567  -0.327
C: 0.142457 -2.321708 -3.999411  -0.067
H: 1.912287 -11.058234 -10.167224  0.246
H: 1.392341 -11.100222 -8.468294  0.350
H: 3.013965 -10.479194 -8.898558  0.351
H: 0.467634 -6.944001 -9.676714  0.438
H: 0.285212 -5.230072 -7.893295  0.486
H: 2.071641 -7.987049 -5.129633  0.209
H: 2.247883 -9.651563 -6.871698  0.425
H: 1.924994 -6.429649 -3.707789  0.192
H: 2.198164 -5.863943 -1.166438  0.472
H: 2.241275 -4.926790 1.119680  0.477
H: 1.553558 -2.564337 1.489176  1.139
H: -1.085776 1.044559 -2.682550  0.455
H: -1.528402 0.437306 -5.017463  0.445
H: -0.730483 -1.775718 -5.887138  0.632

Atoms 1-3, force components in eV/Å:
0.5 0.2 -0.2
0.0 -0.1 0.1
0.0 0.0 -0.1